C5H15N2P as an isolated structure. Source: the OMol25 dataset; level of theory: ωB97M-V/def2-TZVPD.

Properties
frontier orbital gap	8.4	eV
relative energy (zero: lowest compared OMol25 entry of this formula, charge and spin)	55.1	kcal/mol
net charge	0

XYZ file:
```
23
Properties=species:S:1:pos:R:3:lowdin_charge:R:1
C 3.526 0.572 -1.008 -0.31
C -0.931 -1.152 -1.083 -0.08
C 0.973 -2.148 -0.275 -0.13
C -3.950 0.922 0.807 -0.03
C 0.163 1.327 1.249 -0.34
N 2.508 0.817 -0.005 -0.42
N 0.212 -1.040 -0.700 -0.22
P 1.004 1.137 -0.410 0.82
H 3.331 0.956 -2.050 0.06
H 3.827 -0.492 -0.779 0.07
H 4.487 1.103 -0.816 0.05
H -1.515 -2.094 -0.936 0.09
H -2.896 0.956 0.674 -0.03
H -1.559 -0.406 -1.592 0.08
H 1.325 -2.067 0.723 0.06
H 0.384 -3.158 -0.246 0.11
H 1.840 -2.280 -0.982 0.10
H -4.312 1.583 0.024 0.03
H -4.358 -0.047 0.879 0.00
H -4.207 1.353 1.773 0.02
H -0.656 0.724 1.423 -0.05
H 0.889 1.014 2.113 0.07
H -0.086 2.423 1.220 0.03
```